The following is a quantum chemistry calculation of B3F12Rb as an isolated structure, from the OMol25 dataset.

## Properties
HOMO = -4.3 eV
gap between HOMO and LUMO = 8.193 eV
net charge = -2
energy = -35316.6379 eV

XYZ file:
```
16
Properties=species:S:1:pos:R:3:forces:R:3:lowdin_charge:R:1
Rb 1.076634 0.562690 -1.652977 -0.5 -0.4 1.0 1.0979
B 0.503504 3.202100 0.839603 0.5 0.5 0.8 -1.4097
F 0.995414 4.062220 1.825583 0.0 1.4 0.6 0.0801
F 0.505124 3.861740 -0.410227 -0.1 0.1 -0.7 0.0598
F 1.411534 2.177580 0.841463 1.4 -1.7 -1.1 0.0818
F -0.708766 2.723130 1.177373 -1.5 0.2 -0.1 0.1781
B 0.048824 -2.935040 -1.682817 0.9 0.0 1.1 -1.4460
F 0.835534 -3.885040 -2.296187 0.4 -1.5 -1.9 0.1015
F 0.890654 -2.430270 -0.735037 1.5 1.7 1.4 0.1040
F -0.280296 -1.900620 -2.564147 -0.6 0.6 -1.0 0.0418
F -0.986126 -3.496820 -1.019137 -1.8 -0.8 -0.3 0.1646
B -0.873206 -0.364260 1.165093 0.5 -1.7 0.5 -1.4604
F -1.537826 -1.585070 1.065663 -0.6 -0.8 0.6 0.1082
F 0.491524 -0.591150 1.253853 1.4 -0.2 0.6 0.0900
F -1.052416 0.233430 -0.029687 -0.8 2.0 -2.8 0.0575
F -1.320106 0.365380 2.221583 -0.7 0.6 1.2 0.1509
```
Positions in Å, forces in eV/Å.


The following is a quantum chemistry calculation of C26H30MnN5SSi as an isolated structure, from the OMol25 dataset.

## Properties
HOMO (spin up / spin down) = -17.9 / -18.0 eV
gap between HOMO and LUMO (spin up / spin down) = 7.235 / 7.229 eV
net charge = +3
spin multiplicity = 2
energy = -84904.0123 eV
⟨S²⟩ = 0.916

XYZ file:
```
64
Properties=species:S:1:pos:R:3:forces:R:3:nbo_charge:R:1
Mn 0.702271 0.606100 -1.098741 0.0 0.4 -0.9 0.9631
C 2.163473 2.823578 0.208742 0.0 0.0 0.0 -0.2746
N 1.997907 1.346692 0.354255 -0.1 -0.2 0.0 -0.4151
C 1.463732 0.954440 1.690000 0.0 0.0 0.0 -0.3050
C 0.724460 -0.347723 1.488383 0.4 -0.4 -0.4 0.4892
C 1.188436 -1.679065 1.803757 0.1 0.1 0.0 -0.2892
C 0.909575 -2.737768 1.011207 0.0 -0.1 0.0 -0.0594
C 0.126304 -2.880405 -0.247668 0.1 0.0 0.0 -0.2789
C -1.112181 -2.129857 -0.634302 0.0 0.0 0.1 -0.3546
N -0.291104 -0.353472 0.691353 -1.0 0.3 1.3 -0.2602
C 3.294037 0.656964 0.088607 -0.1 0.0 0.0 -0.2572
C 3.557289 0.692097 -1.391384 -0.1 0.0 0.0 0.1849
C 4.814578 0.777058 -1.946211 0.1 0.0 0.0 -0.2088
C 4.937977 0.750138 -3.332135 0.0 0.0 0.0 -0.0874
C 3.796478 0.645922 -4.110212 0.0 0.0 0.0 -0.2087
C 2.567886 0.571917 -3.479208 0.0 0.0 0.0 0.0646
N 2.446273 0.594127 -2.146091 -0.1 0.0 0.2 -0.5182
C 1.119172 3.420656 -0.698300 0.0 0.0 0.0 0.2077
C 0.928380 4.786648 -0.787752 0.0 0.1 0.0 -0.2143
C 0.012839 5.278319 -1.707060 0.0 0.0 0.0 -0.0859
C -0.696652 4.386521 -2.501823 0.0 0.0 0.0 -0.2142
C -0.470592 3.036241 -2.337804 0.0 0.0 0.0 0.0501
N 0.426613 2.559431 -1.458316 0.0 0.0 0.2 -0.5281
H 2.165238 3.308433 1.186085 0.0 0.0 0.0 0.2482
H 3.142625 3.010778 -0.235719 0.0 0.0 0.0 0.2554
H 2.257307 0.835307 2.429460 0.0 0.0 0.0 0.2600
H 0.761898 1.711957 2.041156 0.0 0.0 0.0 0.2656
H 1.854050 -1.801582 2.649148 0.0 0.0 0.0 0.2811
H 1.371533 -3.674604 1.306269 0.0 0.0 0.0 0.2765
H 0.161820 -3.889889 -0.637971 0.0 0.0 0.0 0.2991
H -1.924517 -2.679844 -1.093138 0.0 0.0 0.0 0.3051
H 4.100585 1.114585 0.665198 0.0 0.0 0.0 0.2441
H 3.195990 -0.384521 0.408204 0.0 0.0 0.0 0.2261
H 5.688777 0.860234 -1.313614 0.0 0.0 0.0 0.2575
H 5.914613 0.812741 -3.793686 0.0 0.0 0.0 0.2657
H 3.848479 0.623104 -5.189495 0.0 0.0 0.0 0.2686
H 1.652161 0.493054 -4.053096 0.0 0.0 0.0 0.2130
H 1.493414 5.459113 -0.155108 0.0 0.0 0.0 0.2580
H -0.146990 6.344414 -1.801097 0.0 0.0 0.0 0.2661
H -1.416637 4.729591 -3.231177 0.0 0.0 0.0 0.2690
H -1.014927 2.301273 -2.919654 0.0 0.0 0.0 0.2146
C -4.773522 -2.997093 0.535484 -0.1 0.0 0.0 -1.1257
Si -3.351430 -2.999812 1.724256 0.0 -0.1 0.0 1.6301
C -2.208117 -4.444689 1.423363 0.1 0.1 0.0 -1.1317
C -3.855431 -2.961869 3.503102 -0.1 0.0 0.0 -1.1343
C -2.435366 -1.305718 1.425166 0.1 0.1 -0.1 -0.4368
C -2.815604 -0.230180 2.162840 0.1 0.1 0.0 -0.1371
C -2.541419 1.145313 1.815565 -0.1 -0.1 0.1 -0.1785
C -1.827680 1.489902 0.736427 0.0 -0.1 -0.1 -0.0595
N -1.136168 0.507661 -0.017403 0.6 0.3 -0.2 -0.3210
C -1.457080 -1.084205 0.374635 0.2 -0.5 -0.2 0.3981
S 0.287848 -1.729826 -1.714218 0.0 -0.1 0.1 0.2993
H -5.341517 -3.922275 0.663592 0.0 0.0 0.0 0.2799
H -4.482767 -2.943288 -0.515946 0.0 0.0 0.0 0.2411
H -5.448451 -2.163823 0.741218 0.0 0.0 0.0 0.2625
H -2.754898 -5.345226 1.715425 0.0 0.0 0.0 0.2899
H -1.311570 -4.411707 2.048579 0.0 0.0 0.0 0.2391
H -1.932165 -4.592102 0.378262 0.0 0.0 0.0 0.2252
H -4.265191 -3.944758 3.750489 0.0 0.0 0.0 0.2828
H -4.646865 -2.236922 3.702467 0.0 0.0 0.0 0.2590
H -3.024837 -2.776655 4.185874 0.0 0.0 0.0 0.2560
H -3.500092 -0.386722 2.987757 0.0 0.0 0.0 0.2623
H -3.059081 1.925556 2.359480 0.0 0.0 0.0 0.2732
H -1.831163 2.475736 0.292527 0.0 0.0 -0.1 0.2527
```
Positions in Å, forces in eV/Å.


The following is a quantum chemistry calculation of a 8-piece molecular cluster, C18H55N3O8 overall, from the OMol25 dataset.

## Properties
HOMO (spin up / spin down) = 0.7 / -6.8 eV
gap between HOMO and LUMO (spin up / spin down) = 1.689 / 9.051 eV
net charge = -1
spin multiplicity = 2
energy = -40402.8010 eV
⟨S²⟩ = 0.750

XYZ file:
```
84
Properties=species:S:1:pos:R:3:forces:R:3:lowdin_charge:R:1
O 3.994335 -0.642794 1.047868 0.5 -0.7 -0.5 -0.0883
H 3.048925 -0.520894 1.134908 -0.6 0.4 -0.1 -0.0278
H 4.328375 -0.575274 1.942348 0.1 0.2 0.3 -0.0156
O 1.956175 2.492356 -0.599282 -1.1 -0.3 0.4 -0.2185
H 2.235425 2.208516 -1.469742 0.4 -0.3 -0.7 -0.0101
H 2.721855 2.936026 -0.234422 0.7 0.5 0.4 -0.0149
C 2.822635 0.827266 4.672658 -1.4 -0.5 -2.3 -0.0924
C 4.154385 0.646326 5.220698 0.8 -1.3 2.5 -0.4459
C 5.303675 1.110656 4.331208 -0.7 2.0 0.3 -0.2347
O 5.381495 0.421636 3.143738 1.6 -1.7 -1.6 -0.2136
C 6.655455 0.588366 2.460578 0.0 0.1 0.8 -0.0935
N 4.174885 1.298596 6.561458 1.4 1.2 -0.7 0.0251
H 2.485165 1.863706 4.674828 -0.1 -0.1 0.3 0.0909
H 2.100115 0.109726 5.061498 -0.2 0.4 0.7 0.0806
H 2.836115 0.503556 3.631928 0.0 0.3 -0.4 0.0655
H 4.290545 -0.408924 5.457388 0.2 -0.5 -0.7 0.1321
H 6.276745 1.170396 4.818708 0.1 -0.3 0.5 0.1181
H 5.044235 2.120956 4.014828 0.1 0.7 0.5 0.1297
H 6.758375 0.010146 1.542338 -0.9 0.1 0.0 0.0886
H 7.499975 0.256156 3.064338 -0.1 -0.4 0.6 0.0726
H 6.909175 1.634396 2.288648 -0.6 0.2 -0.3 0.0795
H 3.679345 0.860956 7.325018 -0.2 -0.5 -0.5 0.0625
H 5.152185 1.342636 6.812558 0.1 0.1 0.6 0.0473
C -2.012805 1.624566 -4.815352 -0.5 1.1 0.3 -0.0812
C -0.784035 1.613256 -3.929772 -0.8 0.5 -0.5 -0.4683
C -0.982105 2.321706 -2.535042 2.5 1.2 -1.5 -0.1116
O -0.877795 3.817076 -2.620952 -2.4 -2.3 1.0 -0.2197
C 0.356465 4.345576 -2.999752 0.1 -0.5 0.0 -0.1922
N -0.373765 0.250286 -3.751362 0.7 -0.5 1.4 0.0259
H -2.918205 1.462296 -4.230542 -0.1 -0.5 -0.1 0.0695
H -1.851605 0.883036 -5.597812 -0.4 0.1 -0.1 0.0690
H -2.140095 2.619956 -5.240902 -0.1 0.1 -0.3 0.0707
H -0.043475 2.066976 -4.588422 0.5 0.4 0.7 0.1126
H -0.142785 1.966086 -1.937412 0.1 0.1 0.2 0.0763
H -1.872275 1.957046 -2.022462 -0.4 0.8 -0.3 0.0969
H 0.262915 5.430856 -2.960852 -0.2 0.0 -0.5 0.0791
H 0.527585 3.932716 -3.993912 0.9 0.6 -0.2 0.0628
H 1.147835 4.120056 -2.284922 0.1 -0.4 -0.1 0.0512
H -1.050835 -0.198044 -3.150802 -0.1 -0.5 -0.1 0.0583
H -0.282075 -0.254094 -4.621582 -0.2 0.0 0.0 0.0643
C -4.228645 -2.327144 -4.359322 -0.1 0.9 -0.8 -0.0661
C -4.968275 -2.485194 -3.064002 1.5 -1.8 -0.4 -0.5003
C -4.093925 -2.197724 -1.830382 -1.2 -1.0 -1.6 -0.2293
O -3.822975 -0.837304 -1.905032 1.0 0.2 1.8 -0.1834
C -3.336875 -0.327924 -0.642872 0.7 0.8 -0.7 -0.0689
N -6.125095 -1.697784 -3.140282 -1.5 1.3 0.7 0.0377
H -4.074885 -1.258064 -4.506012 0.5 0.2 0.1 0.0679
H -4.933655 -2.534554 -5.164332 0.2 -0.6 -0.2 0.0786
H -3.266435 -2.828374 -4.464312 -0.2 -0.2 0.0 0.0730
H -5.380345 -3.493794 -3.032082 0.6 -0.5 0.4 0.1333
H -3.212855 -2.836844 -1.888332 0.4 0.1 0.3 0.1174
H -4.706595 -2.520694 -0.988702 0.1 0.4 0.7 0.1208
H -2.781575 -0.996504 0.014958 -0.7 -0.9 -0.1 0.0831
H -4.140725 0.194456 -0.124162 0.1 -0.1 0.1 0.0906
H -2.506215 0.343856 -0.859212 -0.4 0.6 -0.2 0.0536
H -5.842835 -0.739474 -3.288892 0.0 0.4 -0.2 0.0746
H -6.435175 -1.691034 -2.179082 -0.9 0.2 0.2 0.0742
C 0.373285 -1.693904 1.354358 -1.2 0.6 0.2 -0.0848
C 0.181125 -0.167494 1.035968 1.9 -0.7 0.3 -0.2510
O 1.471535 0.447006 1.297528 -1.3 -0.5 0.7 -0.1661
H 0.511245 -1.812534 2.429068 0.5 0.4 0.2 0.0631
H 1.155845 -2.272284 0.863278 0.1 0.6 -0.3 0.0619
H -0.561725 -2.244414 1.250518 -0.3 0.0 -0.5 0.0474
H -0.614975 0.244926 1.655828 0.0 0.0 0.3 0.0781
H -0.011905 0.193176 0.025648 -0.6 -1.1 -0.4 0.0895
H 1.500685 1.157826 0.652948 0.8 0.8 -0.3 0.0117
C -1.039265 1.514986 4.327998 -0.4 -0.7 -0.1 -0.1027
C -2.586145 1.373186 4.356458 1.1 1.0 -0.4 -0.3303
O -3.072255 1.013706 3.091858 -0.5 -0.6 -1.2 -0.1085
H -0.565555 0.539326 4.219468 0.1 -0.1 0.4 0.0578
H -0.648785 2.062666 5.185708 0.0 -0.2 0.2 0.0656
H -0.692155 2.040796 3.438538 -0.4 0.3 -0.1 0.0632
H -2.936525 2.375106 4.604418 -0.5 -0.1 0.5 0.1001
H -3.005945 0.591946 4.990128 0.5 0.3 0.6 0.1067
H -3.370535 1.771536 2.583598 0.2 0.1 0.1 0.0752
C 0.149225 -4.085844 -1.450752 0.5 1.9 -1.3 -0.0718
C 0.244735 -3.773474 -3.001372 -1.3 -1.3 1.5 -0.2981
O 0.322345 -5.022664 -3.644052 1.0 -0.9 -1.1 -0.1072
H -0.505235 -4.915424 -1.183202 -0.1 0.1 -0.3 0.0664
H -0.207545 -3.142204 -1.038012 -0.1 -0.2 0.6 0.0401
H 1.147405 -4.262694 -1.050172 0.0 -0.1 0.0 0.0697
H 1.054645 -3.095614 -3.270882 0.2 -0.4 0.1 0.1113
H -0.680355 -3.370814 -3.413902 -0.2 0.9 0.6 0.0835
H -0.528665 -5.446594 -3.511192 0.1 -0.1 0.0 0.0721
```
Positions in Å, forces in eV/Å.


The following is a quantum chemistry calculation of an isolated ion of composition C13H13N6 and charge +1, from the OMol25 dataset.

## Properties
HOMO = -11.1 eV
SMILES string = c1nc(-c2nc3ccc(C4=[NH+]CCN4)cc3[nH]2)c[nH]1
gap between HOMO and LUMO = 7.621 eV
net charge = +1
energy = -22627.4755 eV

XYZ file:
```
32
Properties=species:S:1:pos:R:3:forces:R:3:nbo_charge:R:1
C 3.420426 -3.087431 -4.372837 -1.2 0.3 0.7 0.1893
N 2.950071 -2.122409 -3.616369 -0.7 -0.4 0.8 -0.4509
C 2.049809 -2.740421 -2.706294 0.6 0.8 -0.8 -0.0134
C 1.288036 -2.002730 -1.671543 -0.1 0.7 0.8 0.4295
N 0.734372 -2.536131 -0.609594 0.1 -0.5 0.1 -0.4573
C 0.226265 -1.486935 0.116461 -1.1 -1.8 1.5 0.1121
C -0.493827 -1.579798 1.325675 0.1 0.6 -0.3 -0.1588
C -0.985007 -0.415196 1.904380 0.0 -0.9 1.2 -0.2088
C -0.725981 0.840395 1.354064 -0.1 1.3 -0.8 -0.1618
C -1.282509 2.075851 2.001579 -2.2 0.2 0.0 0.5709
N -0.931087 3.321485 1.770298 0.3 0.1 -0.4 -0.5180
C -1.748218 4.317168 2.477382 -0.1 1.2 -0.6 -0.2341
C -2.921790 3.517416 3.043160 0.8 -0.9 -1.4 -0.2221
N -2.406503 2.148841 2.810674 0.7 -2.0 -0.5 -0.5546
C -0.046006 0.919871 0.116915 0.9 -1.0 -0.5 -0.2048
C 0.438079 -0.270584 -0.486101 -0.6 0.9 0.8 0.1660
N 1.100985 -0.628777 -1.618042 1.3 0.8 -2.3 -0.5407
C 1.988408 -4.086622 -2.945684 0.2 0.8 -0.8 -0.0281
N 2.832402 -4.283150 -4.042610 -0.3 -0.1 0.9 -0.5127
H 4.106175 -2.931670 -5.205328 -0.2 -0.3 0.4 0.2221
H -0.623094 -2.562204 1.751132 -0.2 0.0 0.2 0.2446
H -1.490183 -0.452779 2.888425 0.3 -0.2 -0.7 0.2256
H -0.210150 3.604758 1.131730 0.3 -0.1 0.1 0.4346
H -2.128953 5.094603 1.761327 0.6 -0.6 0.7 0.2340
H -1.106513 4.770052 3.234088 -0.3 0.2 0.0 0.2281
H -3.197293 3.706145 4.056605 0.3 0.0 0.8 0.2363
H -3.805228 3.685409 2.442536 -0.3 -0.1 -0.2 0.2127
H -3.044750 1.349534 2.780304 0.4 0.5 0.3 0.4282
H 0.205847 1.799031 -0.437832 -0.3 0.9 0.2 0.2177
H 1.470495 -0.012920 -2.332683 -0.1 -0.1 0.2 0.4332
H 1.326680 -4.783141 -2.439944 0.5 -0.2 -0.5 0.2520
H 3.009041 -5.167660 -4.481874 0.1 -0.1 0.0 0.4293
```
Positions in Å, forces in eV/Å.


The following is a quantum chemistry calculation of an isolated ion of composition C6H15N2S and charge +1, from the OMol25 dataset.

## Properties
HOMO = -11.7 eV
gap between HOMO and LUMO = 8.216 eV
net charge = +1
energy = -20269.4578 eV

XYZ file:
```
24
Properties=species:S:1:pos:R:3:forces:R:3:nbo_charge:R:1
C 1.183390 -0.695913 -1.059514 1.6 -0.3 -1.2 -0.2462
C -0.127810 -2.121791 0.328821 -1.3 -0.2 -1.7 -0.1495
C 1.061470 0.794169 -0.761589 -0.7 -1.5 1.9 -0.2548
C -1.183444 1.338655 0.405690 2.8 -0.5 0.7 -0.1347
C -2.443208 1.949747 -0.019683 -0.1 0.9 2.3 -0.7405
C 1.775521 -1.211312 1.251229 1.2 3.5 -0.3 -0.4370
N 1.127880 -1.671111 0.047448 -1.1 1.4 0.0 -0.4000
N -0.254978 1.386244 -0.849529 -1.4 -0.2 0.5 -0.5672
S -1.541502 -0.663474 0.736729 -0.5 0.3 -3.2 0.1924
H 0.464828 -0.940793 -1.868861 0.5 -0.4 0.4 0.2161
H 2.249006 -0.765024 -1.460635 -1.4 -0.2 0.2 0.2501
H -0.219737 -2.759132 1.172152 0.1 -0.2 1.1 0.2330
H -0.636718 -2.627588 -0.478826 0.0 0.2 -0.5 0.2247
H 1.387755 0.969314 0.238209 0.5 0.5 0.7 0.2394
H 1.607523 1.346021 -1.428961 1.9 1.0 -1.6 0.2227
H -3.003200 1.440858 -0.726899 -1.3 -0.9 -1.8 0.1982
H -2.261636 3.015002 -0.330256 -0.3 -0.9 0.6 0.2493
H -2.969171 1.860633 0.952545 -0.5 0.9 -0.8 0.2614
H 2.633183 -0.526131 0.884103 -0.8 -1.6 1.0 0.2137
H 1.155710 -0.437796 1.880104 0.7 -1.7 -0.9 0.1981
H 2.115825 -2.067954 1.787369 0.3 -0.2 0.7 0.2378
H -0.106519 2.399904 -1.069760 -0.8 -1.1 0.1 0.4491
H -0.760788 0.875721 -1.565794 -0.1 0.7 -1.0 0.3995
H -1.253380 -0.888249 1.935908 0.6 0.5 2.9 0.1442
```
Positions in Å, forces in eV/Å.


The following is a quantum chemistry calculation of C3H12OSb as an isolated structure, from the OMol25 dataset.

## Properties
HOMO = -3.5 eV
gap between HOMO and LUMO = 7.475 eV
net charge = -1
energy = -11887.5831 eV

XYZ file:
```
17
Properties=species:S:1:pos:R:3:forces:R:3:nbo_charge:R:1
C -0.408570 -2.494867 0.929136 -0.2 0.1 -1.1 -0.6040
C 0.075466 -1.293714 0.083374 0.4 0.5 1.2 -0.4108
C 0.298158 0.010948 0.908260 0.3 -0.6 -1.1 -0.7797
Sb 0.158749 1.724507 -0.540057 0.2 -0.4 1.1 1.3140
O 0.020122 3.230078 -1.927933 0.5 0.3 0.5 -1.1321
H -0.353332 -3.392548 0.293695 -0.1 0.0 0.3 0.1833
H 0.213247 -2.655815 1.811552 -0.1 0.1 0.0 0.1924
H -1.459513 -2.361349 1.204887 0.2 0.0 0.2 0.1918
H 1.055346 -1.558626 -0.327900 -0.2 0.0 -0.3 0.1859
H -0.597185 -1.064324 -0.752583 -0.1 -0.4 0.1 0.1995
H -0.404251 0.106952 1.742921 0.1 0.1 -0.1 0.1890
H 1.347896 -0.002147 1.232879 -0.3 0.2 0.4 0.1891
H 1.827801 2.149027 -0.206575 0.1 0.3 -0.1 -0.2822
H -0.406966 2.832695 0.722865 0.1 0.1 -0.1 -0.2798
H -1.522039 1.226295 -0.816296 -0.1 0.0 -0.3 -0.3088
H 0.754838 0.615559 -1.781059 -0.2 0.0 -0.2 -0.2911
H -0.599766 2.927330 -2.577166 -0.5 -0.2 -0.6 0.4435
```
Positions in Å, forces in eV/Å.